{"formula": "C3H10N3", "method": "ωB97M-V/def2-TZVPD", "symbols": ["C", "N", "H", "H", "H", "H", "C", "C", "N", "N", "H", "H", "H", "H", "H", "H"], "xyz": [[1.62, -1.36, -1.55], [1.21, -1.67, -0.39], [1.74, -0.31, -1.78], [1.83, -2.13, -2.28], [1.11, -2.66, -0.19], [1.01, -0.79, 0.35], [-1.36, 0.58, 0.19], [-0.37, 1.15, 0.85], [0.95, 0.53, 0.98], [-2.59, 1.15, -0.06], [-1.26, -0.42, -0.22], [-0.48, 2.15, 1.26], [1.17, 0.41, 1.97], [1.67, 1.11, 0.56], [-2.96, 1.75, 0.67], [-3.29, 0.50, -0.37]], "lowdin_charge": [0.10, 0.12, 0.11, 0.11, 0.14, 0.08, -0.21, -0.16, 0.01, 0.07, 0.11, 0.11, 0.12, 0.11, 0.10, 0.09], "e_above_lowest_kcal_mol": 52.6, "total_charge": 1, "lumo_ha": -0.160, "energy_ev": -7735.9815}

---

{"formula": "C2H5I2N", "method": "ωB97M-V/def2-TZVPD", "symbols": ["C", "N", "I", "C", "I", "H", "H", "H", "H", "H"], "xyz": [[0.92, 0.65, 0.40], [-0.09, -0.44, 0.60], [-1.27, -0.10, 2.24], [-0.52, -0.84, -0.62], [-2.27, 0.41, -1.58], [1.35, 0.84, -0.67], [0.42, 1.55, 0.64], [1.71, 0.46, 1.03], [-0.78, -1.89, -0.77], [0.54, -0.65, -1.27]], "lowdin_charge": [-0.21, -0.74, 0.85, -0.67, 0.41, 0.12, 0.03, 0.04, 0.04, 0.12], "e_above_lowest_kcal_mol": 26.8, "total_charge": 0, "lumo_ha": -0.023, "energy_ev": -19844.2022}

---

{"formula": "C36H30BIrN9OPSe", "method": "ωB97M-V/def2-TZVPD", "symbols": ["Ir", "C", "C", "N", "N", "C", "B", "N", "C", "C", "C", "N", "N", "C", "C", "C", "N", "N", "C", "C", "C", "N", "H", "H", "H", "H", "H", "H", "H", "H", "H", "H", "H", "H", "O", "C", "C", "C", "C", "C", "C", "C", "P", "C", "C", "C", "C", "C", "C", "C", "C", "C", "C", "C", "C", "H", "H", "H", "H", "H", "H", "H", "H", "H", "H", "H", "H", "H", "H", "Se", "C", "C", "C", "N", "C", "C", "H", "H", "H", "H"], "xyz": [[-0.43, -0.54, 0.73], [2.08, 1.63, -1.90], [1.92, 0.71, -0.86], [0.63, 0.42, -0.74], [-0.06, 1.14, -1.66], [0.81, 1.87, -2.38], [-1.60, 1.02, -1.82], [-1.89, -0.49, -1.99], [-2.36, -1.23, -3.01], [-2.42, -2.55, -2.61], [-1.95, -2.54, -1.29], [-1.63, -1.29, -0.94], [-2.26, 1.48, -0.49], [-3.27, 2.34, -0.31], [-3.53, 2.43, 1.05], [-2.61, 1.56, 1.64], [-1.86, 1.00, 0.70], [-2.07, 1.97, -2.90], [-2.73, 1.85, -4.09], [-2.88, 3.10, -4.63], [-2.27, 3.96, -3.68], [-1.80, 3.28, -2.65], [3.01, 2.05, -2.25], [2.65, 0.25, -0.23], [0.48, 2.52, -3.16], [-2.62, -0.81, -3.96], [-2.75, -3.40, -3.18], [-1.84, -3.36, -0.60], [-3.75, 2.85, -1.13], [-4.28, 3.03, 1.54], [-2.46, 1.34, 2.68], [-3.07, 0.91, -4.49], [-3.34, 3.37, -5.56], [-2.17, 5.03, -3.71], [0.80, 1.44, 2.16], [0.71, 0.25, 2.32], [1.36, -0.66, 3.30], [1.92, -0.16, 4.47], [2.38, -1.03, 5.44], [2.27, -2.40, 5.26], [1.74, -2.91, 4.09], [1.31, -2.04, 3.10], [0.62, -2.52, 1.50], [0.17, -4.26, 1.62], [-1.09, -4.61, 2.11], [-1.41, -5.95, 2.32], [-0.47, -6.93, 2.04], [0.78, -6.59, 1.55], [1.11, -5.25, 1.33], [2.00, -2.52, 0.29], [1.70, -2.83, -1.03], [2.68, -2.70, -2.01], [3.95, -2.27, -1.67], [4.26, -1.99, -0.35], [3.28, -2.09, 0.64], [1.97, 0.92, 4.60], [2.81, -0.64, 6.35], [2.62, -3.07, 6.04], [1.67, -3.98, 3.93], [-1.81, -3.84, 2.34], [-2.38, -6.22, 2.71], [-0.71, -7.97, 2.21], [1.51, -7.36, 1.34], [2.08, -4.98, 0.95], [0.71, -3.18, -1.30], [2.44, -2.93, -3.04], [4.71, -2.17, -2.43], [5.26, -1.67, -0.08], [3.51, -1.85, 1.67], [0.46, 3.96, 0.85], [0.05, 5.59, -0.03], [-1.08, 6.31, 0.32], [-1.34, 7.50, -0.35], [-0.55, 7.98, -1.31], [0.54, 7.29, -1.63], [0.88, 6.09, -1.02], [-1.75, 5.95, 1.09], [-2.21, 8.10, -0.10], [1.16, 7.71, -2.42], [1.78, 5.56, -1.32]], "lowdin_spin": [0.00, 0.01, 0.00, 0.00, 0.00, 0.00, 0.00, 0.00, 0.00, 0.00, 0.00, 0.00, 0.00, 0.00, 0.00, 0.01, 0.00, 0.00, 0.00, 0.00, 0.00, 0.00, 0.00, 0.00, 0.00, 0.00, 0.00, 0.00, 0.00, 0.00, 0.00, 0.00, 0.00, 0.00, 0.01, 0.00, 0.00, 0.00, 0.00, 0.00, 0.00, 0.00, 0.00, 0.00, 0.00, 0.00, 0.00, 0.00, 0.00, 0.00, 0.00, 0.00, 0.00, 0.00, 0.00, 0.00, 0.00, 0.00, 0.00, 0.00, 0.00, 0.00, 0.00, 0.00, 0.00, 0.00, 0.00, 0.00, 0.00, 0.82, 0.09, 0.02, 0.00, 0.00, 0.00, 0.02, 0.01, 0.00, 0.00, 0.01], "e_above_lowest_kcal_mol": 75.9, "multiplicity": 2, "total_charge": 1, "s2": 0.753, "lumo_ha": [-0.167, -0.167], "energy_ev": -131423.6126}

---

{"formula": "C25H24N3", "method": "ωB97M-V/def2-TZVPD", "symbols": ["C", "N", "C", "C", "C", "C", "C", "C", "C", "C", "C", "C", "C", "C", "C", "C", "C", "C", "H", "H", "H", "H", "H", "H", "H", "H", "H", "H", "H", "H", "H", "H", "H", "H", "C", "N", "C", "N", "C", "C", "C", "C", "C", "C", "H", "H", "H", "H", "H", "H", "H", "H"], "xyz": [[-2.53, -4.48, 2.12], [-1.83, -3.24, 1.85], [-0.50, -3.13, 1.58], [-0.13, -1.76, 1.50], [1.08, -1.16, 1.09], [1.76, -1.41, -0.15], [1.04, -1.40, -1.38], [1.72, -1.28, -2.57], [3.12, -1.36, -2.62], [3.78, -1.35, -3.96], [3.84, -1.45, -1.42], [3.18, -1.46, -0.20], [-1.33, -1.02, 1.88], [-1.60, 0.33, 2.03], [-2.94, 0.73, 2.16], [-3.99, -0.20, 2.27], [-3.71, -1.58, 2.20], [-2.39, -1.95, 1.99], [-3.60, -4.28, 2.12], [-2.27, -5.22, 1.36], [-2.22, -4.90, 3.09], [0.12, -4.01, 1.42], [1.60, -0.53, 1.83], [-0.05, -1.41, -1.34], [1.16, -1.16, -3.50], [4.87, -1.50, -3.89], [3.37, -2.14, -4.60], [3.59, -0.39, -4.47], [4.93, -1.52, -1.45], [3.71, -1.53, 0.75], [-0.76, 1.02, 2.04], [-3.18, 1.80, 2.19], [-5.02, 0.14, 2.41], [-4.48, -2.34, 2.28], [2.01, 4.45, 0.41], [1.36, 3.23, -0.04], [1.72, 1.96, 0.32], [0.75, 1.10, 0.02], [-0.21, 1.77, -0.70], [0.11, 3.14, -0.68], [-0.83, 4.12, -0.92], [-2.11, 3.70, -1.33], [-2.41, 2.34, -1.47], [-1.45, 1.35, -1.19], [1.47, 5.30, -0.01], [1.99, 4.52, 1.51], [3.05, 4.48, 0.08], [2.67, 1.77, 0.80], [-0.56, 5.17, -0.77], [-2.87, 4.45, -1.54], [-3.41, 2.05, -1.79], [-1.61, 0.28, -1.31]], "lowdin_charge": [0.01, -0.08, 0.06, -0.13, 0.09, -0.23, -0.01, -0.02, -0.25, -0.04, -0.02, -0.01, -0.12, -0.02, -0.06, -0.06, 0.00, -0.16, 0.09, 0.10, 0.11, 0.15, 0.14, 0.12, 0.13, 0.08, 0.10, 0.10, 0.12, 0.12, 0.11, 0.11, 0.11, 0.11, 0.00, -0.07, -0.08, 0.09, -0.23, -0.16, -0.01, -0.07, -0.07, -0.02, 0.08, 0.10, 0.10, 0.14, 0.11, 0.11, 0.11, 0.10], "e_above_lowest_kcal_mol": 41.3, "total_charge": 1, "lumo_ha": -0.166, "energy_ev": -30777.8147}